Model i:
Here is the ion C5H6F3N2 with charge +1 from the Open Molecules 2025 dataset. Energies are from wB97M-V/def2-TZVPD.

The geometry in XYZ format:
```
16
Properties=species:S:1:pos:R:3:nbo_charge:R:1
C -0.0940 -1.3945 -0.6832 0.28
C 0.6959 0.5610 -1.5418 0.43
C -1.1235 0.7602 -0.0873 -0.24
C -0.4782 -0.7001 0.5800 -0.39
C 0.7506 -0.3664 1.4998 0.99
N 0.5324 -0.7603 -1.5724 -0.42
N -0.0205 1.4356 -0.9332 -0.47
F 1.1934 -1.4939 2.0655 -0.31
F 1.7279 0.1000 0.7578 -0.32
F 0.4097 0.4353 2.4605 -0.29
H -0.4036 -2.4587 -0.8560 0.25
H 1.5566 0.9107 -1.9596 0.22
H -1.9376 0.3306 -0.7064 0.24
H -1.5511 1.4278 0.7241 0.28
H -1.2615 -1.2284 1.1770 0.29
H 0.0035 2.4411 -0.9247 0.47
```

The HOMO energy comes out at -15.73 eV. As for the charge: +1.


Model ii:
Here is the ion C5H6F3N2 with charge +1 from the Open Molecules 2025 dataset. Energies are from wB97M-V/def2-TZVPD.

The geometry in XYZ format:
```
16
Properties=species:S:1:pos:R:3:nbo_charge:R:1
C -0.1210 1.2324 1.9983 0.06
C -0.4352 0.0222 1.2055 0.25
C 0.7260 0.3486 -1.0539 -0.23
C -0.0267 -0.9716 -1.1635 -0.21
C 0.7133 3.5225 2.0390 1.07
N 0.3070 2.2729 1.4453 -0.37
N -0.1068 -0.1139 -0.0183 -0.21
F 0.7336 3.6616 3.3286 -0.27
F -0.0680 4.4171 1.5236 -0.27
F 2.0218 3.5034 1.5153 -0.32
H -0.3362 0.9495 3.0659 0.21
H -1.1454 -0.4851 1.7532 0.23
H 0.2699 1.3024 -1.4901 0.27
H 0.4916 -1.8693 -1.0494 0.26
H -0.8597 -0.8437 -1.8453 0.26
H 1.8661 0.3624 -0.9959 0.28
```

The HOMO energy comes out at -15.48 eV. As for the charge: +1.


Which structure is the least stable? The one labeled model ii.


Model i:
Here is an isolated molecule of C17H24N2O2 from the Open Molecules 2025 dataset. Energies are from wB97M-V/def2-TZVPD.

The geometry in XYZ format:
```
45
Properties=species:S:1:pos:R:3:nbo_charge:R:1
C -4.7755 -2.2653 1.2570 -0.61
H -5.5620 -2.2239 0.5089 0.20
C -3.4720 -1.6917 0.7175 -0.41
C -3.5602 -0.1901 0.4149 -0.04
N -2.2255 0.3457 0.1613 -0.63
C -1.4245 -0.0460 -0.8454 0.67
O -1.7000 -0.8946 -1.6667 -0.63
C -0.0895 0.7209 -0.9198 -0.13
N 0.3551 1.2096 0.3616 -0.44
C 0.2070 2.5403 0.5436 0.68
O 0.4864 3.1435 1.5558 -0.62
C -0.4162 3.1108 -0.7231 -0.51
H 0.0789 4.0388 -1.0027 0.24
C -0.2549 2.0017 -1.7611 -0.38
H -1.1039 1.9258 -2.4385 0.23
H 0.6433 2.1675 -2.3561 0.22
H -1.4647 3.3404 -0.5219 0.23
C 0.9769 0.3267 1.3255 -0.26
C 2.3212 -0.1335 0.8256 0.03
C 3.3814 0.7634 0.7802 -0.23
C 4.6077 0.3729 0.2783 -0.20
C 4.8056 -0.9201 -0.1930 -0.02
C 3.7412 -1.8110 -0.1499 -0.21
C 2.5107 -1.4226 0.3496 -0.22
H 1.6920 -2.1283 0.3693 0.21
H 3.8744 -2.8191 -0.5154 0.21
C 6.1440 -1.3469 -0.7137 -0.63
H 6.0421 -2.1582 -1.4306 0.22
H 6.6582 -0.5152 -1.1901 0.22
H 6.7668 -1.6995 0.1092 0.22
H 5.4245 1.0799 0.2508 0.21
H 3.2367 1.7715 1.1411 0.22
H 1.0866 0.9059 2.2471 0.25
H 0.3195 -0.5307 1.5067 0.20
H 0.6492 0.0403 -1.3564 0.23
H -1.8753 1.0472 0.7941 0.41
C -4.4720 0.1147 -0.7713 -0.63
H -5.4891 -0.1988 -0.5585 0.21
H -4.4756 1.1834 -0.9756 0.21
H -4.1123 -0.4097 -1.6520 0.23
H -3.9354 0.3300 1.3036 0.20
H -3.1810 -2.2137 -0.1939 0.23
H -2.6823 -1.8426 1.4586 0.20
H -4.6337 -3.3055 1.5394 0.21
H -5.1040 -1.7138 2.1361 0.20
```

The HOMO energy comes out at -8.99 eV.


Model ii:
Here is a structure of composition C17H24N2O2 from the Open Molecules 2025 dataset. Energies are from wB97M-V/def2-TZVPD.

The geometry in XYZ format:
```
45
Properties=species:S:1:pos:R:3:nbo_charge:R:1
C 0.5551 -7.0724 3.5263 -0.21
H 0.5109 -7.5374 2.4558 0.16
O 1.3732 -6.0237 3.5500 -0.48
C 1.4536 -5.0880 2.6268 0.34
C 2.5100 -4.2202 2.5888 -0.23
C 2.6257 -3.1101 1.9654 -0.20
C 1.7780 -2.9124 1.0202 -0.13
C 0.4764 -3.9488 0.7825 -0.08
C 0.4432 -5.0535 1.6619 -0.29
H -0.2727 -5.6536 1.5117 0.20
H -0.3239 -3.8113 0.2417 0.18
C 1.5529 -1.8870 0.1240 -0.04
C 0.9314 -1.4954 -1.1466 -0.31
C 0.9721 -0.2567 -1.7757 0.57
O 0.5958 -0.4013 -3.1002 -0.64
N 1.7433 0.7917 -1.2174 -0.56
H 1.9358 0.8739 -0.3974 0.36
C 1.8926 2.0330 -2.0039 -0.22
C 0.7027 3.1927 -1.5609 -0.40
C -0.5749 2.7818 -1.6361 -0.21
N -1.5184 3.7986 -1.5795 -0.45
C -2.7959 3.6584 -1.7813 -0.19
C -3.6272 4.9044 -1.2749 -0.38
H -3.2615 5.8017 -1.7944 0.21
H -4.9223 4.6341 -1.4114 0.21
C -2.9989 5.0456 -0.0151 -0.42
H -3.4146 4.4255 0.6071 0.19
H -3.0328 6.0290 0.4188 0.20
C -1.4532 4.3058 -0.0660 -0.19
H -1.3995 3.5398 0.5606 0.16
H -0.8764 5.0205 0.0864 0.17
H -3.3225 2.6516 -1.7060 0.18
H -2.9016 3.7106 -3.0543 0.16
H -0.7868 1.8645 -1.1881 0.18
H -0.6882 2.3960 -2.8176 0.17
H 0.9095 4.1042 -1.9636 0.22
H 0.9276 3.2673 -0.6097 0.18
H 2.9720 2.4867 -1.7512 0.21
H 1.5694 1.7887 -3.0386 0.25
H 0.0630 -2.1772 -1.0664 0.22
H 2.6104 -0.9446 0.3552 0.10
H 3.4251 -2.3616 2.3389 0.25
H 3.2842 -4.3717 3.6195 0.21
H -0.3444 -6.7872 3.6036 0.15
H 0.7013 -7.9920 4.3112 0.20
```

The HOMO energy comes out at -7.91 eV.


Which structure is the least stable? The one labeled model ii.


Model i:
Here is a cluster of 2 separate species, C2H6O4Si in total from the Open Molecules 2025 dataset. Energies are from wB97M-V/def2-TZVPD.

The geometry in XYZ format:
```
13
Properties=species:S:1:pos:R:3:nbo_charge:R:1
C -0.7036 0.0330 0.1536 0.80
C -2.1780 -0.1613 -0.0142 -0.71
O -0.4622 1.3759 0.2164 -0.70
O 2.1981 1.3865 -0.0403 -1.24
O 3.4705 -1.1343 0.3864 -1.13
O 0.1231 -0.8585 0.3163 -0.64
Si 3.1683 0.2650 -0.3047 2.05
H -2.5419 0.2488 1.0080 0.24
H -2.5499 -1.2921 -0.0516 0.23
H -2.4104 0.4425 -0.7813 0.23
H 0.4664 1.5035 0.3405 0.53
H 3.0984 -1.6433 1.1920 0.55
H 4.0227 -0.0415 -1.5889 -0.22
```

The HOMO energy comes out at -10.12 eV.


Model ii:
Here is a cluster of 2 separate species, C2H6O4Si in total from the Open Molecules 2025 dataset. Energies are from wB97M-V/def2-TZVPD.

The geometry in XYZ format:
```
13
Properties=species:S:1:pos:R:3:nbo_charge:R:1
C -0.3990 0.4714 0.4010 0.83
C -1.7014 0.3047 1.2927 -0.70
O -0.0205 1.7457 0.2859 -0.68
O 2.3645 1.1587 -0.7332 -1.28
O 2.1135 -0.2884 -3.0848 -1.10
O 0.1180 -0.4420 -0.2722 -0.68
Si 2.3247 -0.1626 -1.4974 2.08
H -1.4998 -0.4238 2.1768 0.24
H -2.4550 -0.1407 0.8093 0.22
H -2.0421 1.3408 1.7307 0.24
H 0.9112 1.7312 -0.1123 0.54
H 1.9445 0.4368 -3.6357 0.52
H 2.6396 -1.3787 -0.8402 -0.23
```

The HOMO energy comes out at -10.33 eV.


Which structure is the least stable? The one labeled model i.


Model i:
Here is a cluster of 2 separate species, C3H9O3P in total from the Open Molecules 2025 dataset. Energies are from wB97M-V/def2-TZVPD.

The geometry in XYZ format:
```
16
Properties=species:S:1:pos:R:3:nbo_charge:R:1
C -0.9288 -1.3817 0.1046 -0.14
C -1.1421 -0.0079 -0.5334 0.13
C 0.0994 1.2635 0.7131 -0.22
O 0.4886 -1.6507 -0.0347 -0.79
O -0.8059 0.2047 -1.7781 -0.67
O 0.4652 0.6732 1.8837 -0.70
P 1.5517 1.7680 -0.3280 0.27
H -1.4146 -2.2250 -0.4951 0.19
H -1.0887 -1.2512 1.1672 0.20
H -2.0225 0.4804 -0.2905 0.17
H -0.6516 2.1202 0.9395 0.19
H 0.9466 -2.1581 0.6723 0.49
H 0.1116 -0.0681 -1.8203 0.48
H 1.2535 0.2900 1.5677 0.47
H 2.1592 0.5305 -0.1923 -0.05
H 0.9784 1.4124 -1.5758 -0.02
```

The HOMO energy comes out at -7.64 eV.


Model ii:
Here is a cluster of 2 separate species, C3H9O3P in total from the Open Molecules 2025 dataset. Energies are from wB97M-V/def2-TZVPD.

The geometry in XYZ format:
```
16
Properties=species:S:1:pos:R:3:nbo_charge:R:1
C -1.1968 0.5381 -0.1315 -0.73
C 0.9561 -0.5797 -0.8031 -0.74
C 0.0943 -0.0868 0.2583 0.65
O -0.9262 -2.0896 0.4851 -1.07
O 0.4788 0.0229 1.4403 -0.68
O 1.4187 -2.8145 1.3053 -1.01
P -0.0837 -2.3824 1.6642 1.79
H -0.9734 1.5085 0.2725 0.24
H -1.4762 0.5380 -1.2250 0.22
H -2.0737 -0.0063 0.3692 0.26
H 2.0112 -0.4936 -0.5494 0.22
H 0.6955 -1.6022 -1.0265 0.28
H 0.7846 -0.0056 -1.7249 0.23
H 2.1538 -2.2743 1.6803 0.52
H -0.5434 -3.4977 2.2957 -0.12
H 0.2222 -1.5419 2.7780 -0.06
```

The HOMO energy comes out at -9.84 eV.


Which structure is the least stable? The one labeled model i.


Model i:
Here is a structure of composition C34H27CeNO3 from the Open Molecules 2025 dataset. Energies are from wB97M-V/def2-TZVPD.

The geometry in XYZ format:
```
66
Properties=species:S:1:pos:R:3:mulliken_spin:R:1
Ce -0.5782 -0.0496 -0.0133 0.99
O -0.9661 1.7665 -0.9695 0.00
C -0.0018 2.6666 -0.4165 0.00
C 1.4276 2.3841 -1.0416 0.00
C 1.5741 1.1408 -1.8979 0.00
C 1.8018 1.2486 -3.2564 0.00
C 1.9250 0.0928 -4.0102 0.00
C 1.8051 -1.1432 -3.3996 0.00
C 1.5670 -1.2029 -2.0377 0.00
C 1.3830 -2.5392 -1.3533 0.00
C 0.0275 -2.7619 -0.6050 -0.01
O -0.9458 -1.8303 -1.0942 0.00
C 0.1204 -2.5443 0.9401 0.00
C -1.0084 -2.8897 1.6926 0.00
C -1.0467 -2.7087 3.0627 0.00
C 0.0320 -2.1185 3.7155 0.00
C 1.1412 -1.7400 2.9823 0.00
C 1.1843 -1.9519 1.6016 0.01
C -0.4226 -4.1966 -0.8393 0.00
C -1.3675 -4.4648 -1.8219 0.00
C -1.7290 -5.7780 -2.0972 0.00
C -1.1471 -6.8274 -1.4003 0.00
C -0.1982 -6.5605 -0.4222 0.00
C 0.1603 -5.2497 -0.1421 0.00
N 1.4789 -0.0724 -1.3091 0.00
C -0.0255 2.5042 1.1464 0.00
C 0.9269 1.8284 1.8983 0.01
C 0.8294 1.7541 3.2896 0.00
C -0.2406 2.3338 3.9414 0.00
C -1.2273 2.9801 3.1971 0.00
C -1.1213 3.0556 1.8215 0.00
C -0.3829 4.1083 -0.7211 0.00
C -1.3848 4.3800 -1.6397 0.00
C -1.7026 5.7004 -1.9488 0.00
C -1.0213 6.7455 -1.3486 0.00
C -0.0108 6.4715 -0.4314 0.00
C 0.3057 5.1594 -0.1196 0.00
H 2.1871 2.3703 -0.2598 0.00
H 1.6671 3.2415 -1.6657 0.00
H 1.8712 2.2272 -3.7104 0.00
H 2.0968 0.1551 -5.0771 0.00
H 1.8752 -2.0599 -3.9683 0.00
H 2.2195 -2.7306 -0.6782 0.00
H 1.4442 -3.3066 -2.1216 0.00
H -1.8269 -3.3858 1.1841 0.00
H -1.9173 -3.0314 3.6197 0.00
H 0.0099 -1.9710 4.7872 0.00
H 1.9976 -1.3017 3.4790 0.00
H 2.0907 -1.7119 1.0588 0.00
H -1.8261 -3.6453 -2.3583 0.00
H -2.4706 -5.9831 -2.8587 0.00
H -1.4317 -7.8486 -1.6165 0.00
H 0.2593 -7.3734 0.1268 0.00
H 0.8965 -5.0536 0.6306 0.00
H 1.7968 1.3887 1.4194 0.00
H 1.6044 1.2507 3.8529 0.00
H -0.3082 2.2934 5.0207 0.00
H -2.0757 3.4352 3.6926 0.00
H -1.8804 3.5764 1.2507 0.00
H -1.9164 3.5627 -2.1048 0.00
H -2.4886 5.9080 -2.6635 0.00
H -1.2733 7.7695 -1.5911 0.00
H 0.5243 7.2848 0.0418 0.00
H 1.0871 4.9564 0.6065 0.00
O -3.1384 0.2185 2.7979 0.00
C -2.2361 0.0734 2.1529 0.01
```

Its spin multiplicity is 2. The HOMO energy (alpha / beta) comes out at -11.17 / -11.41 eV. As for the charge: +1. Its expectation value of S² is 0.75.


Model ii:
Here is a structure of composition C34H27CeNO3 from the Open Molecules 2025 dataset. Energies are from wB97M-V/def2-TZVPD.

The geometry in XYZ format:
```
66
Properties=species:S:1:pos:R:3:mulliken_spin:R:1
Ce 0.0393 -1.3751 0.2882 1.02
O 2.0047 -1.5645 1.6791 -0.01
C 2.5897 -0.2427 1.3845 -0.01
C 1.7998 0.9622 2.0069 0.00
C 0.5695 1.6032 1.3271 0.00
C 0.0250 2.7766 1.8272 0.00
C -1.0048 3.3695 1.1100 0.00
C -1.4959 2.7888 -0.0597 0.00
C -0.9449 1.5943 -0.4784 0.00
C -1.4868 0.8110 -1.6966 0.00
C -2.2112 -0.5621 -1.4312 0.00
O -1.1803 -1.6206 -1.4082 -0.01
C -3.2504 -0.9161 -2.4823 0.00
C -3.1859 -0.3561 -3.7565 0.00
C -4.0920 -0.7211 -4.7437 0.00
C -5.0708 -1.6613 -4.4624 0.00
C -5.1321 -2.2376 -3.2013 0.00
C -4.2271 -1.8696 -2.2188 0.00
C -2.9124 -0.5158 -0.0540 -0.01
C -2.7981 -1.4643 0.9572 0.00
C -3.4816 -1.3261 2.1682 0.00
C -4.3126 -0.2498 2.3765 0.00
C -4.4856 0.6852 1.3517 0.00
C -3.7965 0.5504 0.1666 0.00
N 0.0740 1.0578 0.2146 -0.01
C 2.7179 -0.1075 -0.1504 0.01
C 2.7276 -1.2145 -0.9880 0.00
C 2.8256 -1.0718 -2.3741 0.00
C 2.9569 0.1821 -2.9345 0.00
C 3.0034 1.2993 -2.0978 0.00
C 2.8777 1.1557 -0.7313 0.00
C 3.9815 -0.2934 2.0224 0.00
C 4.1408 -0.9715 3.2292 0.00
C 5.3707 -0.9790 3.8681 0.00
C 6.4587 -0.3163 3.3170 0.00
C 6.3068 0.3564 2.1156 0.00
C 5.0743 0.3685 1.4747 0.00
H 2.5398 1.7646 2.0725 0.00
H 1.5622 0.7211 3.0421 0.00
H 0.4107 3.2181 2.7357 0.00
H -1.4376 4.2944 1.4699 0.00
H -2.2953 3.2511 -0.6207 0.00
H -0.6584 0.6228 -2.3818 0.00
H -2.1745 1.4891 -2.2001 0.00
H -2.4174 0.3618 -4.0100 0.00
H -4.0265 -0.2745 -5.7269 0.00
H -5.7844 -1.9463 -5.2245 0.00
H -5.8936 -2.9762 -2.9879 0.00
H -4.2901 -2.3251 -1.2385 0.00
H -2.2738 -2.4018 0.7846 0.00
H -3.3567 -2.0867 2.9276 0.00
H -4.8494 -0.1380 3.3086 0.00
H -5.1739 1.5093 1.4879 0.00
H -3.9685 1.2627 -0.6319 0.00
H 2.7097 -2.2080 -0.5516 0.00
H 2.8180 -1.9545 -3.0001 0.00
H 3.0390 0.2978 -4.0066 0.00
H 3.1325 2.2853 -2.5253 0.00
H 2.8951 2.0486 -0.1188 0.00
H 3.3170 -1.5180 3.6675 0.00
H 5.4794 -1.5162 4.8014 0.00
H 7.4167 -0.3350 3.8195 0.00
H 7.1490 0.8681 1.6685 0.00
H 4.9882 0.8897 0.5312 0.00
O -0.0765 -1.1289 2.6164 0.00
C 0.7441 -1.9994 2.6756 0.00
```

Its spin multiplicity is 2. The HOMO energy (alpha / beta) comes out at -11.53 / -11.53 eV. As for the charge: +1. Its expectation value of S² is 0.75.


Which structure is the least stable? The one labeled model ii.


Model i:
Here is the ion CHN2O4 with charge -1 from the Open Molecules 2025 dataset. Energies are from wB97M-V/def2-TZVPD.

The geometry in XYZ format:
```
8
Properties=species:S:1:pos:R:3:nbo_charge:R:1
C 1.2754 -0.7532 -0.5003 0.97
N -0.1275 0.3745 -0.1745 -0.57
N -1.2393 0.2925 0.5111 0.60
O 2.1522 -0.3004 0.2055 -0.69
O -1.6339 -0.8354 0.7595 -0.48
O 1.0817 -1.4928 -1.3999 -0.64
O -1.8752 1.3705 0.7870 -0.56
H 0.3666 1.3442 -0.1884 0.37
```

The HOMO energy comes out at -5.27 eV. As for the charge: -1.


Model ii:
Here is a cluster of 2 separate species, CHN2O4 in total from the Open Molecules 2025 dataset. Energies are from wB97M-V/def2-TZVPD.

The geometry in XYZ format:
```
8
Properties=species:S:1:pos:R:3:nbo_charge:R:1
C -0.2927 -0.6549 0.5495 -0.14
N 1.5255 0.2215 -0.0706 0.51
N -1.1817 0.0138 -0.2079 0.35
O 2.0061 -0.3028 -1.0521 -0.40
O 1.7103 1.2766 0.4733 -0.40
O -0.8587 0.8036 -1.1450 -0.53
O -2.4098 -0.3774 -0.0639 -0.57
H -0.4991 -0.9805 1.5167 0.18
```

The HOMO energy (alpha / beta) comes out at -3.98 / -3.98 eV. As for the charge: -1.


Which structure is the least stable? The one labeled model ii.